Computed, not measured: a molecular structure, C24H13BrF7NO2PSTi, with ωB97M-V with the def2-TZVPD basis set.

Structure (XYZ):
```
51
Properties=species:S:1:pos:R:3
Ti 0.50485 -1.39166 0.81535
F -6.31204 -1.58566 -1.26801
C -5.11697 -1.10380 -1.00398
C -4.92574 0.26043 -0.89522
F -5.94338 1.08202 -1.05633
C -3.65905 0.75539 -0.62249
F -3.52868 2.07517 -0.55567
C -2.56349 -0.07484 -0.43536
P -0.90594 0.57800 -0.08942
C -1.08941 1.80755 1.20802
C -2.03949 1.64036 2.21156
C -2.08598 2.53047 3.27028
C -1.17481 3.57686 3.33935
C -0.21243 3.73027 2.35272
C -0.16284 2.84453 1.28611
C -0.32815 1.35299 -1.60002
C 0.49056 0.61248 -2.45137
C 0.90877 1.15022 -3.65842
C 0.51428 2.43252 -4.01125
C -0.29881 3.17687 -3.16537
C -0.72531 2.64210 -1.96164
C -2.78968 -1.44193 -0.57129
Br -1.39996 -2.72233 -0.48297
C -4.03716 -1.96429 -0.84930
F -4.23133 -3.26769 -0.98501
H -2.74436 0.81770 2.18082
H -2.82923 2.40542 4.04601
H -1.21266 4.27004 4.16908
H 0.50385 4.53868 2.41153
H 0.59955 2.96834 0.52736
H 0.82838 -0.37911 -2.17389
H 1.54967 0.57571 -4.31321
H 0.84578 2.85739 -4.94963
H -0.60129 4.17676 -3.44637
H -1.36304 3.22206 -1.30783
F 6.64985 -2.42089 0.92163
C 5.53799 -1.68626 0.79747
F 5.67647 -0.91888 -0.29196
F 5.45915 -0.88138 1.86097
C 4.31650 -2.56856 0.68461
C 4.42587 -3.93410 0.76126
C 3.29572 -4.75500 0.66881
C 2.08422 -4.14752 0.50178
N 1.97903 -2.80814 0.39273
C 3.04882 -1.98653 0.49388
S 2.65895 -0.29733 0.33662
H 5.40318 -4.37760 0.89757
H 3.36727 -5.82966 0.73446
H 1.16276 -4.71198 0.44374
O -0.14704 -2.05552 2.35018
O 0.61683 -0.76965 2.48211
```

Its HOMO-LUMO gap (spin up / spin down) is 7.5 / 7.5 eV. Its net charge is +1. Its HOMO energy (spin up / spin down) is -11.70 / -11.70 eV. The relative energy (zero: lowest compared OMol25 entry of this formula, charge and spin) comes out at 0.0 kcal/mol. The total energy comes out at -162982.0132 eV.